No. 1
Entry from the Open Molecules 2025 dataset: a structure of composition C23H44GeN5O7P2Ti (the ωB97M-V functional and the def2-TZVPD basis).

```
83
Properties=species:S:1:pos:R:3:forces:R:3:mulliken_spin:R:1
Ti 0.120 -0.210 -0.268 1.294 1.548 3.002 1.14
C 1.881 -4.207 0.003 -0.153 -0.146 -0.131 0.01
C 1.029 -2.985 0.111 -0.243 -0.533 0.131 0.09
N 1.441 -1.832 0.468 0.520 0.181 -0.341 0.08
C 2.866 -1.524 0.621 -0.188 0.198 0.055 0.05
C 3.210 -0.397 -0.358 -0.202 -0.032 0.253 -0.01
N 2.202 0.674 -0.262 0.339 0.250 -0.654 0.03
C 2.540 1.761 0.680 -0.102 -0.177 0.061 0.02
C 1.289 2.539 1.034 -0.019 -0.109 0.032 0.00
N 0.373 1.594 1.698 -0.056 0.155 -0.417 -0.03
C -0.933 2.136 2.100 0.044 -0.057 -0.134 0.02
C -2.023 1.803 1.079 0.143 -0.127 0.068 0.00
N -1.844 0.412 0.696 -0.204 0.163 -0.351 0.02
C -2.768 -0.271 0.143 -0.216 -0.507 -0.077 0.11
C -4.111 0.245 -0.254 -0.044 -0.023 0.133 0.01
C -2.360 -1.688 -0.110 0.203 0.383 0.008 0.09
C -3.177 -2.763 -0.372 -0.186 -0.198 -0.001 -0.02
C -2.583 -4.005 -0.556 0.031 -0.060 -0.012 0.07
C -1.203 -4.150 -0.439 -0.117 -0.393 -0.082 -0.05
C -0.440 -3.044 -0.146 0.195 0.176 0.073 0.11
N -1.030 -1.846 -0.017 -0.998 -0.982 0.096 0.10
H 2.636 -4.230 0.783 0.019 0.005 0.017 0.00
H 2.382 -4.225 -0.969 -0.007 0.004 0.013 0.00
H 1.286 -5.113 0.088 0.017 0.013 -0.025 0.00
H 3.512 -2.379 0.440 0.049 -0.061 -0.003 0.00
H 3.032 -1.190 1.648 -0.026 -0.004 0.033 -0.01
H 3.188 -0.785 -1.373 -0.018 -0.009 -0.059 0.00
H 4.214 -0.023 -0.152 0.068 -0.002 -0.008 0.00
H 2.165 1.147 -1.175 0.073 -0.038 -0.021 0.00
H 3.290 2.420 0.241 0.071 0.034 0.010 0.00
H 2.966 1.326 1.590 0.032 -0.017 0.013 0.00
H 0.827 2.928 0.128 -0.046 -0.013 -0.003 0.00
H 1.536 3.385 1.679 0.026 0.036 0.047 0.00
H 0.860 1.279 2.528 -0.086 -0.099 0.029 -0.03
H -0.891 3.214 2.267 -0.013 0.049 0.015 0.00
H -1.206 1.668 3.044 0.011 -0.005 0.099 0.00
H -1.940 2.432 0.193 0.035 -0.012 -0.085 0.00
H -3.006 1.967 1.524 -0.042 0.023 0.023 0.01
H -4.730 0.461 0.621 0.019 -0.007 -0.017 0.00
H -4.641 -0.459 -0.891 0.003 0.008 0.019 0.00
H -3.979 1.179 -0.805 -0.005 -0.019 0.004 0.00
H -4.250 -2.647 -0.439 0.015 -0.002 -0.018 0.00
H -3.197 -4.866 -0.787 0.032 0.010 0.010 0.00
H -0.742 -5.116 -0.587 -0.048 0.003 0.033 0.00
O -1.696 -0.817 -2.746 0.100 -0.019 0.234 0.01
P -0.152 -0.847 -3.240 -0.059 0.143 -0.170 0.00
O 0.011 -1.798 -4.333 0.292 0.186 -0.008 0.00
O 0.680 -0.985 -1.944 -0.231 -0.415 -1.245 0.01
O 0.072 0.703 -3.674 -0.062 -0.072 0.230 0.00
P 0.176 1.888 -2.573 0.039 -0.139 0.086 0.00
O -0.861 2.976 -3.071 -0.176 -0.216 0.101 0.00
O 1.563 2.381 -2.469 -0.016 -0.032 0.006 0.00
O -0.449 1.342 -1.271 -0.001 1.156 -1.157 0.02
H -2.255 -1.000 -3.508 -0.111 -0.105 -0.119 0.00
H -0.520 3.504 -3.797 0.101 0.196 -0.166 0.00
C 2.476 -1.091 6.660 -0.017 -0.012 -0.043 0.00
C 2.831 -1.855 5.387 -0.060 0.000 0.065 0.01
C 1.622 -2.126 4.487 0.116 0.138 0.139 0.06
C 1.078 -0.851 3.836 0.021 0.285 0.011 -0.01
Ge -0.422 -1.336 2.677 -0.057 -0.886 0.317 0.01
C -2.207 -1.310 3.490 -0.156 0.361 0.089 0.06
C -2.460 -0.416 4.709 -0.057 -0.126 0.025 0.00
C -1.851 -0.955 6.003 -0.059 -0.003 -0.015 0.01
C -2.314 -0.181 7.232 -0.007 0.032 -0.025 0.00
H 3.357 -0.922 7.278 -0.010 -0.012 -0.010 0.00
H 1.753 -1.651 7.259 0.021 0.024 -0.023 0.00
H 2.041 -0.112 6.441 0.021 -0.030 0.008 0.00
H 3.283 -2.813 5.655 0.023 0.016 0.012 0.00
H 3.585 -1.300 4.819 -0.001 -0.031 0.002 0.00
H 0.834 -2.602 5.082 0.018 -0.014 -0.056 -0.02
H 1.895 -2.845 3.710 0.002 0.028 -0.013 0.00
H 1.865 -0.346 3.269 0.043 -0.062 0.048 0.00
H 0.706 -0.143 4.579 0.099 0.052 0.053 0.00
H -0.244 -2.866 2.510 0.101 -0.045 -0.289 0.02
H -2.339 -2.362 3.756 -0.112 0.020 0.037 0.01
H -2.918 -1.097 2.689 -0.088 -0.023 0.058 0.00
H -3.540 -0.323 4.857 -0.002 0.009 -0.005 0.00
H -2.096 0.602 4.538 -0.018 0.023 0.008 0.00
H -0.761 -0.925 5.948 0.058 -0.045 -0.024 0.00
H -2.127 -2.011 6.105 0.012 0.035 0.020 0.00
H -2.081 0.883 7.138 -0.002 -0.044 0.004 0.00
H -1.834 -0.547 8.140 -0.011 -0.001 -0.029 0.00
H -3.394 -0.274 7.364 0.024 0.018 0.001 0.00
```
Positions in Å, forces in eV/Å.

Computed properties:
lowest unoccupied orbital energy (alpha / beta) = -3.571 / -4.508 eV
energy relative to the best compared isomer or geometry (same formula, charge and spin) = 80.11 kJ/mol
spin multiplicity = 3
total charge = +1

=====

No. 2
Entry from the Open Molecules 2025 dataset: a structure of composition C4H8O3Sc (the ωB97M-V functional and the def2-TZVPD basis).

```
16
Properties=species:S:1:pos:R:3:forces:R:3:nbo_charge:R:1
C 2.424 -0.351 0.002 1.207 0.397 -0.124 -0.26
O 1.060 -0.709 0.113 -0.976 1.082 0.118 -0.63
C 0.764 -2.107 0.113 0.084 -1.259 0.023 -0.20
C -0.773 -2.127 0.216 -1.226 -1.935 -0.118 -0.03
O -1.353 -3.203 0.240 0.760 1.586 0.003 -0.47
H 2.481 0.742 0.043 0.046 -0.278 -0.022 0.22
H 3.000 -0.785 0.831 -0.248 0.107 -0.206 0.21
H 2.833 -0.709 -0.954 -0.193 0.087 0.266 0.21
H 1.243 -2.599 0.977 -0.151 0.187 -0.241 0.23
H 1.119 -2.572 -0.823 -0.136 0.183 0.261 0.23
O -1.367 1.958 -0.091 0.704 -3.135 0.581 -0.91
C -2.394 2.875 -0.206 -1.503 1.690 -0.247 -0.26
Sc -0.921 0.117 0.252 0.791 2.041 -0.353 2.09
H -3.112 2.622 -1.012 0.459 -0.043 0.278 0.19
H -2.986 2.955 0.728 0.374 -0.121 -0.322 0.18
H -2.017 3.893 -0.428 0.008 -0.590 0.102 0.21
```
Positions in Å, forces in eV/Å.

Computed properties:
lowest unoccupied orbital energy = -5.632 eV
total charge = +1

=====

No. 3
Entry from the Open Molecules 2025 dataset: the ion C4H6NSi with charge +1 (the ωB97M-V functional and the def2-TZVPD basis).

```
12
Properties=species:S:1:pos:R:3:forces:R:3:nbo_charge:R:1
C -3.081 1.375 0.088 1.369 -1.448 -0.500 -0.09
C -2.226 0.506 0.066 -1.063 0.006 1.232 -0.52
Si -1.460 -1.174 0.066 0.352 1.541 -2.362 1.06
C 0.415 -0.703 0.092 2.743 1.326 1.263 -0.22
C 1.530 -0.178 0.289 -3.164 -1.355 -1.831 -0.02
N 2.859 0.329 0.051 -2.200 0.264 1.885 -0.70
H -3.842 2.070 -0.123 -0.376 0.608 0.177 0.25
H -1.720 -1.403 -1.408 0.391 -0.521 0.731 -0.11
H -1.834 -2.325 0.882 0.103 0.283 0.416 -0.09
H 3.442 -0.483 0.302 0.914 1.104 -0.003 0.49
H 2.909 1.249 0.536 0.818 -1.066 1.207 0.48
H 3.007 0.739 -0.841 0.113 -0.742 -2.214 0.46
```
Positions in Å, forces in eV/Å.

Computed properties:
lowest unoccupied orbital energy = -4.326 eV
SMILES string = C#C[SiH2]C#C[NH3+]
total charge = +1

=====

No. 4
Entry from the Open Molecules 2025 dataset: a structure of composition C33H21AuF5N8O3S2 (the ωB97M-V functional and the def2-TZVPD basis).

```
73
Properties=species:S:1:pos:R:3:forces:R:3:mulliken_charge:R:1
Au 0.117 1.245 -1.176 0.004 0.445 -0.230 0.27
C -0.058 -1.359 6.949 -0.013 -0.276 -0.042 -1.25
N 1.058 -1.521 6.039 -0.048 0.277 -0.063 0.82
C 1.166 -1.180 4.745 0.126 -0.035 -0.052 0.00
N 2.318 -1.592 4.264 0.085 0.002 -0.123 -0.54
C 2.892 -2.195 5.333 -0.106 0.022 -0.028 -0.21
N 2.164 -2.179 6.429 0.079 -0.098 0.120 -0.90
C -0.757 -2.684 7.148 -0.070 0.061 0.019 0.81
C -0.637 -3.371 8.346 0.063 0.048 -0.046 -0.59
C -1.237 -4.612 8.508 -0.001 -0.011 0.044 -0.66
C -1.960 -5.173 7.474 -0.066 -0.021 0.006 -0.80
C -2.087 -4.487 6.266 0.171 0.158 -0.085 0.15
C -1.483 -3.246 6.104 0.015 -0.068 0.044 -0.07
C -2.877 -5.098 5.203 -0.348 -0.136 -0.134 0.48
N -3.756 -6.030 5.351 0.268 0.046 0.357 -0.47
N -4.267 -6.298 4.110 -0.193 0.025 -0.378 -0.44
C -3.689 -5.494 3.280 0.072 -0.251 0.265 0.50
O -2.781 -4.697 3.905 0.042 0.051 -0.028 -0.34
C -3.928 -5.458 1.838 0.157 0.229 -0.171 0.16
C -5.094 -6.077 1.386 0.010 -0.066 0.071 -0.79
C -5.371 -6.115 0.036 -0.062 -0.063 -0.037 -0.77
C -4.489 -5.543 -0.865 0.036 0.094 -0.030 -0.61
C -3.323 -4.924 -0.434 -0.106 0.131 -0.022 0.91
C -2.416 -4.331 -1.493 0.119 -0.068 0.048 -1.21
N -2.185 -2.911 -1.365 -0.062 0.009 0.359 0.84
C -1.127 -2.213 -0.904 -0.131 0.008 -0.338 -0.22
N -1.411 -0.932 -0.909 -0.093 -0.304 0.338 -0.15
C -2.687 -0.889 -1.358 0.075 -0.016 -0.022 -0.31
N -3.198 -2.065 -1.645 -0.162 0.008 -0.079 -0.92
C -3.043 -4.873 0.931 -0.140 -0.114 0.009 -0.17
H -0.735 -0.619 6.522 0.044 0.023 -0.024 0.36
H 0.328 -0.983 7.895 -0.021 0.040 -0.010 0.40
H 0.414 -0.636 4.197 -0.062 0.006 0.059 0.44
H 3.864 -2.658 5.298 0.017 0.009 0.023 0.42
H -0.045 -2.943 9.146 -0.025 0.002 0.017 0.37
H -1.125 -5.147 9.442 -0.016 -0.007 -0.006 0.39
H -2.435 -6.138 7.582 0.003 -0.004 -0.008 0.49
H -1.572 -2.723 5.158 -0.017 0.005 0.000 0.53
H -5.761 -6.528 2.107 -0.012 0.027 0.012 0.49
H -6.279 -6.584 -0.320 0.003 0.000 0.020 0.38
H -4.718 -5.552 -1.923 0.006 -0.022 0.001 0.33
H -2.896 -4.471 -2.460 0.124 -0.116 -0.066 0.37
H -1.449 -4.837 -1.504 0.026 0.065 0.003 0.33
H -0.175 -2.649 -0.649 -0.008 -0.051 0.023 0.45
H -3.226 0.036 -1.484 -0.019 -0.001 0.018 0.41
H -2.142 -4.390 1.291 0.013 0.029 -0.009 0.60
O -2.915 6.968 -5.190 -0.005 -0.004 -0.105 -0.48
C -3.787 6.384 -4.325 -0.079 0.050 -0.023 0.62
O -4.949 6.691 -4.384 0.031 0.012 0.038 -0.59
C -3.218 5.421 -3.357 0.116 -0.105 0.049 0.72
C -3.954 5.112 -2.213 -0.048 0.092 -0.077 -0.49
C -3.464 4.239 -1.266 0.060 -0.023 -0.009 -0.62
C -2.216 3.614 -1.430 0.118 0.088 -0.130 0.44
S -1.622 2.552 -0.188 0.279 -0.402 0.034 -0.40
C -1.493 3.904 -2.597 -0.054 0.004 0.007 -0.64
C -1.981 4.794 -3.532 -0.050 0.039 0.009 -0.86
H -2.017 6.677 -4.997 -0.005 -0.002 0.070 0.30
H -4.919 5.587 -2.087 -0.007 -0.025 0.027 0.40
H -4.043 4.019 -0.378 -0.001 0.004 0.005 0.38
H -0.543 3.410 -2.753 0.013 0.025 -0.003 0.37
H -1.383 4.964 -4.423 -0.008 -0.015 -0.013 0.20
F 6.796 0.695 0.565 0.004 0.005 -0.010 -0.31
C 5.640 0.545 -0.097 -0.095 -0.016 0.009 0.61
C 5.149 -0.715 -0.375 0.089 -0.062 0.040 0.08
F 5.835 -1.795 0.030 -0.007 0.010 -0.029 -0.31
C 3.956 -0.859 -1.058 -0.201 0.161 -0.065 0.18
F 3.529 -2.108 -1.295 0.063 -0.017 0.027 -0.36
C 3.189 0.230 -1.486 0.568 0.037 0.218 0.07
S 1.727 -0.013 -2.399 -0.525 0.175 0.181 -0.51
C 3.721 1.489 -1.181 -0.114 -0.215 -0.099 0.51
F 3.077 2.595 -1.556 0.028 0.060 -0.015 -0.28
C 4.913 1.649 -0.502 0.060 0.026 0.059 -0.01
F 5.383 2.876 -0.234 -0.006 0.012 -0.011 -0.31
```
Positions in Å, forces in eV/Å.

Computed properties:
lowest unoccupied orbital energy = 1.347 eV
energy relative to the best compared isomer or geometry (same formula, charge and spin) = 58.71 kJ/mol
total charge = -1

=====

No. 5
Entry from the Open Molecules 2025 dataset: an isolated molecule of C2H3N5O2 (the ωB97M-V functional and the def2-TZVPD basis).

```
12
Properties=species:S:1:pos:R:3:forces:R:3:nbo_charge:R:1
H 0.201 1.033 -2.024 0.606 0.669 -0.905 0.36
N -0.742 1.109 -1.685 -1.748 0.496 -1.962 -0.56
C -0.747 0.345 -0.728 1.981 -0.419 2.758 0.29
C -1.712 0.091 0.441 -1.955 2.517 4.036 0.55
O -2.645 0.818 0.908 3.843 -2.946 -3.153 -0.46
N -1.279 -0.990 1.348 -2.575 0.211 -2.439 -0.24
N -0.258 -1.661 1.211 2.946 0.502 1.674 0.06
N 0.865 -1.141 0.607 -0.041 -0.268 -0.055 -0.31
N 0.579 0.072 -0.152 2.782 -0.923 1.554 -0.08
O 1.861 0.389 -0.919 -3.066 -0.163 1.639 -0.54
H 1.740 -1.191 1.334 -2.866 0.572 -2.541 0.43
H 2.136 1.128 -0.340 0.092 -0.246 -0.606 0.49
```
Positions in Å, forces in eV/Å.

Computed properties:
lowest unoccupied orbital energy = -1.184 eV
SMILES string = [H]/N=c1/c(=O)nn[nH]n1O
energy relative to the best compared isomer or geometry (same formula, charge and spin) = 549.58 kJ/mol